Molecular formula: C4H14N3
Method: DFT, ωB97M-V with the def2-TZVPD basis set

The geometry in ORCA input format:
```
! wB97M-V def2-TZVPD RIJCOSX def2/J DEFGRID3
* xyz 1 1
C -1.22470 -2.21189 -0.12745
C -0.19103 2.21196 -0.18943
C 1.64874 1.08534 -0.04404
C 0.90548 -1.17060 0.44778
N -1.20459 1.22917 -0.60012
N 1.53810 0.04689 0.82737
N -0.56906 -1.08125 0.53629
H -1.13512 -2.09348 -1.20873
H -0.77490 -3.17028 0.15175
H -2.27939 -2.23632 0.14454
H -0.00633 2.98915 -0.91183
H -0.36144 2.57414 0.81245
H 1.74541 0.80292 -1.08129
H 2.28327 1.89443 0.27662
H 1.28929 -1.98798 1.07121
H 1.15221 -1.38268 -0.59846
H -1.15855 1.09111 -1.61067
H -2.15639 1.53006 -0.36450
H 1.57618 0.26045 1.81359
H -0.83932 -1.07922 1.51907
H -0.99181 0.23350 -0.09000
*
```

Computed properties:
- Energy: -324.770725 a.u.

=====

Molecular formula: C51H51FeN5O4S3Si
Method: DFT, ωB97M-V with the def2-TZVPD basis set

The geometry in ORCA input format:
```
! wB97M-V def2-TZVPD RIJCOSX def2/J DEFGRID3
* xyz -2 5
Fe 0.14587 0.36368 0.01239
C -1.34550 -3.71032 1.98590
C -1.17689 -2.51583 1.06560
N -0.39486 -1.55229 1.38231
N 0.21912 -1.66514 2.62667
C 1.36090 -1.07221 2.58464
S 2.06953 -0.31512 1.23849
S 2.26462 -1.13559 4.18456
C 2.61718 -2.92882 4.20608
C 3.60805 -3.31777 3.14033
C 4.97735 -3.13532 3.33831
C 5.88441 -3.40867 2.32460
C 5.43048 -3.86186 1.08858
C 4.06968 -4.03659 0.88045
C 3.16466 -3.76664 1.90206
C -1.89319 -2.52464 -0.21910
C -3.06911 -3.28161 -0.34772
C -3.74356 -3.41085 -1.54683
C -3.20704 -2.78240 -2.68258
C -2.05326 -2.03851 -2.59430
C -1.36221 -1.83844 -1.35960
O -0.30262 -1.12494 -1.32620
H -0.42143 -3.90289 2.51835
H -1.62878 -4.59553 1.42287
H -2.11361 -3.50092 2.73815
H 1.65632 -3.41740 4.06509
H 2.99601 -3.13806 5.20760
H 5.32542 -2.74664 4.29170
H 6.94567 -3.25230 2.49077
H 6.13383 -4.05638 0.28715
H 3.70330 -4.36026 -0.08658
H 2.09930 -3.87582 1.72280
H -3.48114 -3.76023 0.53634
H -4.66064 -3.98788 -1.60813
H -3.71216 -2.87719 -3.64164
H -1.63801 -1.54892 -3.46811
C 8.91607 1.18496 -0.65857
C 7.46697 1.52525 -0.38513
C 6.81550 0.90605 0.67688
C 5.48314 1.19749 0.94718
C 4.80586 2.12977 0.18338
C 5.44589 2.76760 -0.88361
N 4.82477 3.76715 -1.63366
C 3.47829 4.18347 -1.56203
C 3.23480 5.55950 -1.50046
C 1.94299 6.05705 -1.41861
C 0.86805 5.17921 -1.36038
C 1.10618 3.81193 -1.42692
C 2.39564 3.29264 -1.56158
C 2.55603 1.77991 -1.76947
O 3.39894 1.41820 -2.59316
O 1.78849 1.04723 -1.07157
C 6.78085 2.44868 -1.18254
C 7.42624 3.11444 -2.37071
H 9.29234 0.50495 0.10791
H 9.54751 2.07828 -0.65789
H 9.03751 0.69407 -1.62960
H 7.35073 0.18573 1.28882
H 4.95752 0.69556 1.75496
H 3.76707 2.34328 0.40514
H 5.43686 4.40992 -2.09441
H 4.08061 6.23917 -1.50773
H 1.78059 7.12860 -1.37655
H -0.14745 5.54673 -1.26067
H 0.27676 3.11076 -1.36910
H 6.76761 3.04294 -3.24213
H 8.37638 2.64967 -2.62993
H 7.62519 4.17976 -2.18638
C -3.35420 3.54800 -3.87017
C -2.31293 2.63649 -3.20573
C -0.91922 3.23305 -3.44312
C -2.35592 1.25370 -3.87758
Si -2.56983 2.33167 -1.33900
O -1.37287 1.49174 -0.72608
C -4.23110 1.42173 -1.18522
C -5.47927 1.98680 -1.48669
C -6.65831 1.25407 -1.38073
C -6.61550 -0.07449 -0.96532
C -5.39111 -0.65736 -0.65679
C -4.21585 0.08491 -0.76262
C -2.80936 3.97413 -0.40599
C -2.06268 4.14181 0.76566
C -2.21260 5.26873 1.57102
C -3.12710 6.25987 1.22484
C -3.88271 6.11655 0.06469
C -3.71795 4.99195 -0.73903
H -3.15942 3.60338 -4.95228
H -3.30590 4.56961 -3.47479
H -4.37504 3.16832 -3.73757
H -0.74246 3.37083 -4.52184
H -0.13914 2.56739 -3.05530
H -0.80509 4.20985 -2.95470
H -2.15967 1.34883 -4.95762
H -3.32873 0.76410 -3.74525
H -1.59132 0.60121 -3.44106
H -5.54398 3.02573 -1.79978
H -7.61097 1.71820 -1.61786
H -7.53318 -0.64688 -0.87362
H -5.34426 -1.69275 -0.33844
H -3.26224 -0.37817 -0.51246
H -1.35997 3.36112 1.04321
H -1.62043 5.36888 2.47669
H -3.25611 7.13266 1.85544
H -4.60505 6.87724 -0.20787
H -4.31442 4.91333 -1.64314
S -1.71784 1.11037 3.06064
C -0.12982 1.58373 2.97618
N 0.65412 1.54505 4.12040
C 1.91754 1.95710 4.17090
C 2.46154 2.54445 3.08764
C 1.66108 2.59412 1.93064
N 0.46897 2.08686 1.83554
H 0.23463 1.05933 4.89974
H 2.44190 1.79157 5.10314
H 3.47596 2.91399 3.08633
H 2.04059 3.05630 1.02698
*
```

Computed properties:
- Energy: -5296.756100 a.u.
- <S²>: 6.01

=====

Molecular formula: C9H14
Method: DFT, ωB97M-V with the def2-TZVPD basis set

The geometry in ORCA input format:
```
! wB97M-V def2-TZVPD RIJCOSX def2/J DEFGRID3
* xyz 0 1
C 2.59993 0.76450 1.40068
C -0.66311 -1.17902 1.15093
C -1.59552 -0.22630 1.53388
C 0.68224 -0.86128 1.12982
C 1.12817 0.42602 1.45005
C -1.16544 1.05160 1.84131
C 0.18693 1.39095 1.77873
H -0.99312 -2.16446 0.84100
H -2.65399 -0.44461 1.58638
H 1.42142 -1.60502 0.85860
H -1.88346 1.80969 2.12148
H 2.81879 1.29049 0.46844
H 3.22102 -0.13252 1.39665
H 0.53503 2.40360 1.98789
H 2.91023 1.34473 2.26692
C -0.13437 -0.41885 -3.04604
C -1.51428 -0.55728 -2.41545
H -0.05512 0.48155 -3.65637
H 0.64828 -0.34565 -2.29113
H 0.09800 -1.25639 -3.70378
H -1.56944 -1.39936 -1.72223
H -2.29785 -0.70998 -3.15172
H -1.72434 0.33758 -1.82604
*
```

Computed properties:
- Energy: -351.327468 a.u.